{
  "formula": "C18H56O10",
  "method": "wB97M-V/def2-TZVPD",
  "species": ["H", "C", "H", "H", "H", "C", "H", "O", "H", "O", "C", "H", "O", "H", "C", "H", "H", "C", "H", "H", "O", "H", "O", "C", "H", "C", "H", "H", "H", "O", "H", "H", "H", "H", "H", "H", "H", "H", "H", "H", "H", "H", "C", "C", "H", "C", "H", "O", "O", "C", "H", "H", "H", "H", "H", "C", "C", "H", "H", "H", "C", "H", "H", "H", "H", "H", "H", "H", "O", "H", "C", "H", "H", "H", "H", "H", "H", "H", "H", "H", "C", "C", "C", "O"],
  "xyz": [[-0.5703, 4.8678, 27.9976], [-3.4843, 1.8888, 32.7959], [2.1910, 4.0673, 30.7098], [-3.1251, -0.5068, 30.2623], [1.7082, 2.4219, 34.6964], [0.3903, 1.6657, 33.5518], [-2.9404, 1.2318, 35.6929], [-0.2076, 6.5134, 28.3469], [-1.6681, 4.0432, 32.0686], [0.8719, 6.2953, 34.1665], [-1.4335, 6.7257, 34.2421], [-2.7844, 6.7199, 30.9810], [-0.8234, 3.9782, 27.6993], [0.9113, 8.1313, 28.9984], [-1.0843, 4.2975, 31.1831], [-2.9540, 7.5491, 28.3260], [0.8060, 2.3730, 32.8312], [-3.8454, 1.7167, 35.3199], [-0.9842, -1.2933, 30.1992], [-2.7842, 3.7599, 28.8858], [-2.5297, 7.5528, 29.1886], [3.3459, 3.0278, 28.5760], [-2.4641, -0.0893, 29.7049], [-0.6661, 3.7444, 26.2571], [-3.6677, 1.7392, 29.6111], [-0.8811, 2.2586, 26.0360], [1.3036, 5.4365, 34.1816], [-1.5202, 6.3276, 33.2291], [-4.5969, 1.3017, 35.9978], [1.1046, 1.6788, 34.7539], [-0.9514, 7.0089, 28.7060], [1.4272, 6.4443, 29.6339], [4.2599, 5.6299, 31.2131], [2.7703, 1.7722, 29.7169], [-5.3514, 1.7706, 33.7645], [1.4521, 4.1450, 26.6242], [-1.5695, 7.8049, 34.2102], [-1.1775, -0.0634, 31.3943], [-4.3968, 4.0568, 28.1599], [-1.9198, 1.9531, 25.9079], [-3.6234, 5.8685, 29.6667], [0.8778, 4.1249, 24.8574], [-3.7050, 3.2959, 28.5199], [-0.2556, 6.2065, 35.0726], [-0.7637, 3.2023, 29.5128], [4.2722, 4.9050, 30.4006], [-3.7787, 2.8983, 32.5078], [-4.6199, -0.0460, 33.7622], [-0.6932, 3.1217, 30.4727], [0.6795, 4.3892, 25.8999], [-0.6491, 1.9129, 33.7871], [-2.4636, 2.0065, 33.1726], [4.0846, 5.3314, 29.4131], [-1.1740, 4.8954, 36.4317], [-0.3953, 0.5061, 30.0708], [-4.3568, 1.3378, 33.9210], [-0.4608, 4.7832, 35.6162], [-2.3549, 6.2861, 34.6421], [-1.4392, 4.2596, 25.6808], [-3.3155, 2.8519, 27.5966], [-1.1649, -0.2235, 30.3100], [-3.7258, 2.7790, 35.5239], [-0.5179, 2.0673, 25.0212], [4.4216, 2.3352, 29.7525], [-0.2429, 4.9062, 31.5238], [0.5217, 5.4651, 25.8121], [-0.7302, 3.9934, 34.9130], [-1.7183, 4.9726, 30.6028], [3.5480, 3.1566, 31.8679], [0.4810, 4.3789, 35.9972], [3.3871, 2.6617, 29.6037], [5.2975, 4.5318, 30.3724], [-0.3885, 1.6548, 26.7953], [-0.2055, 6.9056, 35.9094], [-4.9710, -0.1494, 32.8746], [1.6898, 6.8883, 28.0021], [-3.3683, 1.2662, 31.9091], [4.1928, 2.4474, 31.8585], [-4.3287, 7.3521, 30.3108], [0.3858, 0.7042, 33.0329], [1.0051, 7.0595, 28.8376], [3.2388, 3.7729, 30.6332], [-3.3872, 6.8492, 30.0833], [-4.3345, 2.4068, 29.4221]],
  "total_energy_ev": -40044.8645,
  "homo_energy_ev": -9.715,
  "homo_lumo_gap_ev": 10.22,
  "lumo_energy_ha": 0.0185,
  "smiles": "CC(C)O.CC(C)O.CC(C)O.CC(C)O.CO.CO.CO.CO.CO.CO",
  "charge": 0
}